(1)
A cluster of 7 separate species, C31H60BF17N2O26P6 in total, computed with ωB97M-V with the def2-TZVPD basis set.

Each line ends with the Löwdin charge.
Positions of all 143 atoms, in Å:
C (-2.92029, 3.93615, 4.06105)  -0.088
O (-2.04093, 4.76363, 3.18829)  -0.071
B (-1.33463, 5.74795, 4.08275)  -0.381
O (-2.17393, 6.23899, 5.23272)  0.025
C (0.19291, 6.26430, 3.80140)  -0.136
C (0.04109, 7.43985, 2.61629)  -0.054
N (-0.08901, 8.30577, 1.63904)  0.178
C (0.85535, 7.10212, 5.09014)  -0.070
C (1.33709, 8.63029, 4.66035)  -0.106
N (1.89367, 9.77833, 4.34732)  0.114
C (1.22326, 5.15892, 3.15262)  -0.121
F (2.53650, 5.90771, 3.07895)  0.016
F (0.80518, 5.02966, 1.70552)  0.015
C (1.31073, 3.71822, 3.88846)  -0.072
F (0.15986, 2.79010, 3.63738)  0.049
F (1.24801, 3.98432, 5.37669)  0.036
C (2.65856, 2.83450, 3.66766)  -0.068
F (2.53605, 1.65032, 4.60145)  0.038
F (3.86178, 3.56794, 4.22064)  0.013
C (3.06152, 2.43368, 2.13829)  -0.077
F (4.37272, 1.68587, 2.31517)  0.024
F (3.47841, 3.67650, 1.45197)  0.070
C (2.10651, 1.41425, 1.33473)  -0.061
F (3.02462, 0.46557, 0.59204)  0.037
F (1.30487, 0.49225, 2.22638)  0.041
C (1.07834, 1.97840, 0.21794)  -0.070
F (1.57384, 3.10918, -0.62681)  0.043
F (-0.24646, 2.46025, 0.76354)  0.027
C (0.62155, 0.83837, -0.92338)  -0.087
F (1.68548, 0.86662, -1.99582)  0.027
F (0.43741, -0.51814, -0.36944)  0.048
C (-0.78274, 1.22922, -1.68143)  -0.128
F (-0.87475, 2.62527, -2.16067)  0.066
F (-0.82275, 0.36887, -2.92360)  0.021
F (-2.01214, 0.81234, -0.90759)  0.037
H (-3.24530, 2.94598, 3.49007)  0.121
H (-2.28759, 3.62716, 4.99943)  0.108
H (-3.92306, 4.49298, 4.36370)  0.120
H (-2.40265, 7.21448, 5.04339)  0.149
H (1.82886, 6.52205, 5.46042)  0.143
H (0.13931, 7.15990, 6.01352)  0.133
C (0.59788, -2.96752, -2.49374)  -0.145
O (0.52322, -3.92390, -1.45369)  -0.287
P (1.04522, -5.49534, -1.95475)  0.766
O (-0.29883, -6.06959, -1.49010)  -0.271
O (2.11695, -5.56146, -0.70165)  -0.266
C (1.79481, -4.95510, 0.53925)  -0.124
O (1.56721, -7.06678, -2.45582)  -0.249
C (0.85369, -7.62053, -3.54477)  -0.151
H (0.25429, -2.00536, -2.11402)  0.058
H (1.63397, -2.87094, -2.83432)  0.088
H (-0.03956, -3.27560, -3.32574)  0.083
H (0.72597, -5.00396, 0.76177)  0.084
H (2.13096, -3.91562, 0.52642)  0.084
H (2.33554, -5.47763, 1.33713)  0.093
H (0.75715, -6.88374, -4.34708)  0.079
H (-0.13515, -7.95482, -3.22141)  0.079
H (1.40793, -8.48412, -3.92067)  0.090
C (-0.48785, -6.72240, 4.02381)  -0.153
O (-0.29353, -6.45719, 5.39998)  -0.292
P (-0.01051, -4.78114, 5.72209)  0.757
O (1.29509, -5.15741, 6.43340)  -0.264
O (-1.23616, -4.76537, 6.82698)  -0.272
C (-1.49183, -5.91412, 7.61837)  -0.122
O (0.27251, -3.10510, 6.04420)  -0.254
C (1.38746, -2.54302, 5.37899)  -0.151
H (-0.65755, -7.79079, 3.89063)  0.090
H (-1.36114, -6.17109, 3.66016)  0.083
H (0.40005, -6.42511, 3.46103)  0.072
H (-0.57995, -6.46743, 7.85634)  0.090
H (-2.19910, -6.55967, 7.09232)  0.085
H (-1.95604, -5.59682, 8.55958)  0.094
H (1.37439, -2.81844, 4.32076)  0.075
H (2.31746, -2.88045, 5.84305)  0.084
H (1.33058, -1.45493, 5.46333)  0.082
C (9.39197, 0.07163, 4.06107)  -0.159
O (8.45112, 0.89801, 4.71974)  -0.293
P (9.09419, 2.45408, 5.11734)  0.758
O (8.70903, 2.21818, 6.58300)  -0.264
O (7.83653, 3.19364, 4.34625)  -0.263
C (6.54786, 2.60177, 4.36357)  -0.123
O (9.73726, 4.01015, 5.51495)  -0.254
C (10.88610, 3.99495, 6.34046)  -0.154
H (8.92604, -0.88916, 3.84248)  0.088
H (9.70499, 0.54165, 3.12304)  0.081
H (10.26003, -0.08651, 4.70523)  0.081
H (6.34820, 2.06552, 5.29464)  0.098
H (6.45422, 1.92558, 3.51053)  0.076
H (5.79603, 3.39236, 4.25506)  0.072
H (11.61444, 3.27279, 5.96112)  0.079
H (10.61257, 3.74696, 7.36895)  0.082
H (11.33529, 4.99114, 6.32977)  0.088
C (-3.64483, -5.62935, -7.71768)  -0.157
O (-4.60730, -4.90118, -6.97920)  -0.304
P (-4.13414, -4.64922, -5.33432)  0.755
O (-5.44824, -5.29429, -4.87696)  -0.273
O (-4.36434, -3.02311, -5.49564)  -0.273
C (-5.39929, -2.53335, -6.33248)  -0.123
O (-3.66098, -4.39726, -3.68945)  -0.252
C (-3.41100, -5.57509, -2.94663)  -0.149
H (-4.00412, -5.75450, -8.73907)  0.090
H (-2.69763, -5.08040, -7.73396)  0.079
H (-3.49695, -6.61218, -7.26419)  0.082
H (-6.27362, -3.18895, -6.34085)  0.088
H (-5.01024, -2.40941, -7.34587)  0.085
H (-5.71230, -1.54877, -5.96551)  0.094
H (-2.77001, -6.25282, -3.51733)  0.075
H (-4.35070, -6.07191, -2.69315)  0.082
H (-2.90100, -5.30024, -2.02000)  0.080
C (-0.01777, 13.32780, -2.84190)  -0.162
O (-0.48179, 13.77356, -1.58178)  -0.297
P (0.47079, 13.17057, -0.26954)  0.755
O (-0.80123, 12.59458, 0.36478)  -0.267
O (0.70226, 14.70417, 0.29415)  -0.273
C (-0.32477, 15.67245, 0.15651)  -0.125
O (1.42337, 12.56759, 1.04271)  -0.251
C (1.50095, 11.15789, 1.13371)  -0.177
H (-0.65985, 13.73955, -3.62047)  0.087
H (1.00883, 13.67325, -3.00185)  0.080
H (-0.05352, 12.23674, -2.88424)  0.080
H (-1.32317, 15.23382, 0.22809)  0.089
H (-0.20531, 16.18579, -0.80051)  0.084
H (-0.21805, 16.41473, 0.95631)  0.093
H (1.73110, 10.72816, 0.15481)  0.079
H (0.56086, 10.74851, 1.51154)  0.044
H (2.30012, 10.89791, 1.83230)  0.069
C (-7.23729, -8.03371, -7.49388)  -0.151
O (-6.94512, -8.57771, -8.76693)  -0.298
P (-7.09559, -10.30073, -8.80575)  0.757
O (-5.65539, -10.39625, -9.32425)  -0.272
O (-8.12237, -10.20263, -10.09390)  -0.272
C (-7.94542, -9.18472, -11.06542)  -0.123
O (-7.24606, -12.02376, -8.84456)  -0.254
C (-6.42646, -12.72156, -7.92648)  -0.155
H (-7.12171, -6.95079, -7.53767)  0.087
H (-8.26854, -8.27476, -7.21599)  0.082
H (-6.54746, -8.44050, -6.75083)  0.083
H (-6.89331, -8.92929, -11.21429)  0.089
H (-8.50981, -8.29981, -10.76198)  0.085
H (-8.35168, -9.53606, -12.02122)  0.093
H (-6.50155, -12.26948, -6.93357)  0.080
H (-5.38702, -12.71602, -8.26360)  0.081
H (-6.76961, -13.75767, -7.87164)  0.088

Atomic forces in eV per Å
-1.0 -1.1 0.3
1.9 1.8 3.6
-4.1 -1.3 -0.3
2.0 1.2 -3.2
0.9 2.3 -1.3
-1.0 5.2 -7.0
1.1 -8.3 9.3
1.3 0.5 0.2
4.4 7.2 -1.9
-5.4 -10.9 3.1
0.0 3.2 -2.8
-3.5 -3.1 0.4
1.5 -0.4 4.5
-1.1 -1.6 2.7
3.7 3.4 0.4
0.2 -0.5 -4.6
2.0 -0.5 3.2
0.3 3.7 -3.6
-4.6 -2.0 -2.0
4.5 0.3 0.7
-4.3 2.2 -0.5
-2.0 -4.1 1.9
0.0 -3.8 -0.8
-3.0 3.3 2.1
2.7 3.5 -2.6
-2.7 2.0 -2.4
-1.1 -3.6 3.2
4.5 -1.6 -1.2
1.2 -0.9 -0.9
-3.5 -0.5 3.6
0.9 4.5 -1.8
-2.8 -0.7 -2.7
0.3 -5.1 2.2
0.2 2.9 4.2
4.6 1.9 -2.6
1.0 2.3 1.0
-1.6 0.5 -1.7
2.4 -1.0 -0.6
0.6 -2.0 0.6
-2.1 1.5 -0.9
1.2 0.0 -2.1
0.0 0.7 -0.3
1.8 0.1 -2.8
-3.9 -4.3 8.6
0.1 0.6 -1.6
0.4 -0.5 -1.7
0.1 0.5 0.4
1.8 2.8 -1.4
-0.3 -0.2 -0.5
0.0 -0.2 -0.1
-0.1 0.3 -0.1
-0.1 0.2 -0.1
0.0 0.0 -0.2
-0.2 0.0 0.1
0.0 -0.1 -0.4
-0.1 -0.3 -0.1
0.1 0.2 0.0
0.1 0.2 0.1
-0.3 -0.4 -0.5
-1.0 1.9 -2.6
3.1 -2.2 9.7
0.0 0.3 -1.8
0.2 1.4 -1.3
-0.4 -0.6 0.1
-2.4 -0.6 -2.6
0.5 0.2 -0.3
0.0 0.1 0.0
0.0 -0.2 -0.3
0.0 -0.1 -0.2
0.0 0.1 -0.2
0.2 -0.1 0.1
0.1 0.3 -0.3
0.3 0.2 0.0
-0.1 -0.1 -0.1
-0.2 -0.1 0.0
0.1 -0.5 -0.4
2.8 0.6 -1.8
-8.1 2.0 6.3
1.6 -0.6 -0.6
1.9 0.5 -0.2
-0.4 -0.2 -0.4
1.1 -1.3 -3.2
0.5 0.0 0.4
0.0 0.1 0.0
0.1 -0.3 -0.1
0.1 -0.2 -0.1
0.2 0.0 0.0
-0.1 0.0 0.2
0.9 -0.1 0.0
0.1 0.2 0.3
0.0 -0.1 -0.2
-0.1 -0.1 -0.2
0.3 -0.2 -0.6
3.3 -0.5 0.4
-9.6 3.1 2.7
1.4 -1.0 -0.4
1.5 -0.7 0.8
-0.1 0.3 -0.6
2.7 0.3 -2.6
0.1 -0.6 0.5
0.0 0.0 0.1
0.1 -0.2 -0.3
0.1 -0.1 -0.2
0.2 -0.1 0.0
-0.2 0.0 0.0
0.3 -0.2 0.2
0.0 -0.1 0.4
0.0 0.0 -0.2
0.1 0.1 -0.3
0.0 0.1 -0.6
2.9 -1.1 -1.1
-7.1 2.8 7.1
0.9 -0.9 -1.2
1.4 -1.2 -0.1
-0.2 0.5 -0.3
1.8 1.0 -3.1
0.0 -0.8 0.1
0.0 0.0 0.1
0.0 -0.1 -0.3
0.0 -0.1 -0.2
0.2 -0.1 -0.1
-0.2 0.0 0.1
0.3 -0.3 -0.1
0.0 -0.2 0.2
0.1 0.1 -0.2
0.0 0.2 -0.1
-0.2 0.6 0.4
-1.8 -1.2 2.5
4.9 -0.4 -9.2
-0.3 0.1 1.7
-0.3 -1.1 1.5
-0.2 0.6 -0.2
-2.5 1.7 2.0
0.4 -0.3 0.4
0.0 -0.1 0.1
0.0 0.2 0.2
0.0 0.2 0.2
-0.1 -0.1 0.2
0.2 0.0 -0.1
0.0 -0.2 0.4
0.2 -0.3 0.0
-0.1 0.2 0.0
-0.2 0.2 0.0

Computed properties:
E_HOMO = -9.062 eV
total charge = 0
orbital gap = 6.0 eV
LUMO level = -3.09 eV
molar mass = 1396.43 g mol⁻¹
DFT total energy = -7052.59995 a.u.

=====

(2)
A cluster of 6 separate species, C31H60BrN2O8P in total, computed with ωB97M-V with the def2-TZVPD basis set.

Each line ends with the Löwdin charge.
Positions of all 103 atoms, in Å:
H (1.42527, 2.43403, -3.54928)  0.051
N (0.66153, 1.89772, -3.13742)  0.138
C (1.00569, 1.40258, -2.02087)  -0.397
C (0.00187, 0.56615, -1.28750)  -0.049
C (2.40626, 1.62195, -1.45409)  -0.107
C (3.04135, 0.40237, -0.81884)  -0.180
C (3.94790, -0.29344, -1.64687)  0.005
C (4.59219, -1.46969, -1.25365)  0.031
C (4.27544, -1.97049, 0.00430)  -0.093
C (3.39815, -1.29982, 0.84865)  -0.107
C (2.77547, -0.08360, 0.49361)  -0.294
P (1.62171, 0.67174, 1.73177)  0.619
O (1.31128, 2.15044, 1.10800)  -0.435
Br (3.08254, 1.37330, 3.27992)  0.357
C (3.26787, -2.17930, 2.07799)  -0.391
O (2.94016, -1.90482, 3.17580)  0.116
N (3.73837, -3.52230, 1.70343)  0.151
C (4.72910, -3.21121, 0.68954)  -0.389
O (5.73867, -3.79415, 0.50945)  0.165
H (0.46894, -0.37078, -0.98173)  0.055
H (-0.76608, 0.30045, -2.00496)  0.081
H (-0.42737, 1.06946, -0.42792)  0.072
H (2.43601, 2.49391, -0.81670)  0.104
H (3.01277, 1.85930, -2.32367)  0.105
H (4.14325, 0.09984, -2.63503)  0.117
H (5.27335, -2.00630, -1.89779)  0.120
H (2.12175, 2.68183, 1.08722)  0.031
H (2.93331, -3.86443, 1.15867)  0.128
C (-0.77660, -6.16659, 0.60639)  -0.075
C (-0.04358, -5.02252, 1.28196)  -0.272
O (0.57852, -4.12298, 0.37255)  -0.184
C (-0.28428, -3.46616, -0.54310)  -0.271
C (-1.36042, -2.62770, 0.11969)  -0.071
H (-0.09765, -6.73210, -0.03307)  0.083
H (-1.18680, -6.83858, 1.36024)  0.079
H (-1.60460, -5.81594, -0.01129)  0.066
H (0.76819, -5.41520, 1.89403)  0.118
H (-0.71157, -4.47743, 1.95641)  0.111
H (-0.72673, -4.19069, -1.23471)  0.110
H (0.36900, -2.82652, -1.13992)  0.108
H (-2.04543, -3.22430, 0.72117)  0.061
H (-1.95193, -2.11317, -0.63771)  0.079
H (-0.90690, -1.88078, 0.77553)  0.076
C (-6.17135, -4.29640, 1.20076)  -0.078
C (-5.44521, -3.15026, 1.88501)  -0.283
O (-4.81255, -2.25151, 0.99436)  -0.173
C (-5.65704, -1.58629, 0.06995)  -0.277
C (-6.73761, -0.73300, 0.70853)  -0.072
H (-5.48455, -4.85907, 0.56658)  0.078
H (-6.58963, -4.97198, 1.94747)  0.076
H (-6.99246, -3.94573, 0.57449)  0.066
H (-4.64156, -3.54867, 2.50559)  0.116
H (-6.12397, -2.61279, 2.55672)  0.107
H (-6.09877, -2.30483, -0.63010)  0.109
H (-4.99111, -0.95026, -0.51415)  0.115
H (-7.43647, -1.32817, 1.29862)  0.067
H (-7.30681, -0.21265, -0.06262)  0.064
H (-6.29341, 0.01189, 1.37063)  0.084
C (11.15829, -3.18320, -2.14115)  -0.080
C (10.51810, -1.80512, -2.14552)  -0.286
O (9.10512, -1.82232, -2.07862)  -0.161
C (8.54177, -2.43451, -0.92910)  -0.279
C (8.93977, -1.78282, 0.38318)  -0.071
H (10.77738, -3.78304, -2.96865)  0.080
H (12.24004, -3.09231, -2.24452)  0.076
H (10.95833, -3.72531, -1.21622)  0.066
H (10.75249, -1.29869, -3.08225)  0.117
H (10.93414, -1.18726, -1.34129)  0.106
H (8.77142, -3.50500, -0.91242)  0.112
H (7.46385, -2.35312, -1.05710)  0.085
H (10.01284, -1.84911, 0.56792)  0.066
H (8.42800, -2.27655, 1.20956)  0.075
H (8.66635, -0.72617, 0.38325)  0.082
C (-9.36913, 2.85569, -3.11784)  -0.079
C (-9.10837, 2.53204, -1.65656)  -0.280
O (-7.81478, 2.01735, -1.39891)  -0.177
C (-6.72588, 2.85736, -1.73731)  -0.279
C (-6.71812, 4.19003, -1.00844)  -0.078
H (-9.21585, 1.97141, -3.73761)  0.081
H (-10.39626, 3.19810, -3.24603)  0.077
H (-8.70971, 3.64153, -3.48827)  0.066
H (-9.79486, 1.75085, -1.32934)  0.118
H (-9.30570, 3.40784, -1.02813)  0.108
H (-6.68245, 3.01151, -2.82133)  0.108
H (-5.83532, 2.28977, -1.46594)  0.116
H (-7.58756, 4.79979, -1.25687)  0.066
H (-5.82708, 4.75681, -1.27972)  0.077
H (-6.71618, 4.03410, 0.07122)  0.081
C (-0.30614, 4.51068, 2.80814)  -0.072
C (0.58890, 5.64129, 3.28444)  -0.275
O (1.26250, 6.31816, 2.23537)  -0.163
C (0.43919, 6.94356, 1.26854)  -0.286
C (-0.48609, 8.00814, 1.83260)  -0.080
H (0.27693, 3.79505, 2.22725)  0.044
H (-0.74834, 3.99585, 3.66214)  0.083
H (-1.12270, 4.87081, 2.17951)  0.070
H (1.38193, 5.23617, 3.91363)  0.117
H (0.02841, 6.35070, 3.90385)  0.107
H (-0.13454, 6.19477, 0.70982)  0.106
H (1.13053, 7.40132, 0.56051)  0.117
H (-1.20507, 7.59388, 2.54014)  0.065
H (-1.04820, 8.47866, 1.02526)  0.076
H (0.08857, 8.77696, 2.35075)  0.081

Atomic forces in eV per Å
0.0 0.0 0.0
0.0 0.0 0.0
-0.1 0.3 0.0
0.3 -0.4 -0.4
0.1 -0.3 -0.3
0.3 -0.4 0.4
0.0 -0.5 0.5
-0.4 0.3 0.4
-0.2 0.8 -0.3
-0.2 0.2 -0.2
0.7 -0.1 -0.2
-0.2 -0.2 0.1
0.2 -0.2 0.0
0.2 -0.1 0.0
0.3 -0.3 -1.0
-0.8 0.5 0.9
0.0 0.6 -0.1
-1.0 0.5 -0.1
1.0 -0.9 -0.3
0.0 0.0 0.3
-0.3 0.1 0.1
0.0 0.1 0.1
-0.1 0.1 0.0
0.2 0.2 0.0
0.0 0.0 0.0
0.1 0.1 -0.1
-0.2 0.1 0.0
0.0 -0.5 0.3
0.0 0.0 -0.1
-0.1 0.0 0.0
0.4 0.0 0.1
-0.1 0.1 -0.1
0.1 0.0 0.1
0.0 0.0 0.0
0.0 0.0 0.0
0.0 0.0 0.1
0.0 0.0 0.0
0.0 0.0 0.0
0.0 0.0 0.0
0.0 0.0 0.0
-0.1 0.0 -0.1
0.0 0.0 0.0
0.0 0.0 0.0
0.0 0.0 -0.1
-0.1 0.0 0.1
0.2 0.0 0.0
-0.1 0.0 -0.1
0.0 0.0 0.1
0.0 0.0 0.0
0.0 0.0 0.0
0.0 0.0 0.0
0.0 0.0 0.0
0.0 0.0 0.0
0.0 0.0 0.0
0.0 0.0 0.0
0.0 0.0 0.0
0.0 0.0 0.0
0.0 0.0 0.0
-0.1 -0.1 0.0
0.1 0.0 0.0
-0.1 0.1 -0.1
0.0 -0.1 0.1
0.1 0.1 0.0
0.0 0.0 0.0
0.0 0.0 0.0
0.0 0.0 0.0
0.0 0.0 0.0
0.0 0.0 0.0
0.0 0.0 0.0
0.0 0.0 0.0
0.0 -0.1 0.0
0.0 0.0 0.0
0.0 0.0 0.0
0.1 0.0 0.0
-0.1 0.1 0.0
0.0 -0.1 0.1
0.1 0.1 0.0
-0.1 0.0 0.1
0.0 0.0 0.0
0.0 0.0 0.0
0.0 0.0 0.0
0.0 0.0 0.0
0.0 0.0 0.0
0.0 0.0 0.0
0.0 0.0 0.0
0.0 0.0 -0.1
0.0 0.0 0.0
0.0 0.0 0.0
0.0 0.1 -0.1
-0.1 0.0 0.1
0.1 0.0 0.0
-0.1 0.0 -0.1
0.0 0.0 0.1
-0.2 0.1 0.1
0.0 0.0 0.0
0.0 0.0 0.1
0.0 0.0 0.0
0.0 0.0 0.0
0.0 0.0 0.0
0.0 0.0 0.0
0.0 0.0 0.0
0.0 0.0 0.0
0.0 0.0 0.0

Computed properties:
E_HOMO = -9.463 eV
total charge = 0
energy relative to the best compared isomer or geometry (same formula, charge and spin) = 0.0 kJ/mol
orbital gap = 8.9 eV
LUMO level = -0.52 eV
molar mass = 699.71 g mol⁻¹
DFT total energy = -4843.93078 a.u.